[1]
{"formula": "C42H50GeN3O4PtSi", "method": "wB97M-V/def2-TZVPD", "symbols": ["Pt", "C", "N", "C", "C", "O", "C", "O", "C", "C", "O", "N", "C", "C", "H", "H", "H", "H", "H", "H", "H", "H", "H", "H", "H", "H", "H", "H", "H", "H", "C", "Si", "C", "C", "N", "C", "C", "C", "C", "C", "C", "O", "C", "C", "C", "C", "C", "C", "H", "H", "H", "H", "H", "H", "H", "H", "H", "H", "H", "H", "H", "H", "H", "H", "H", "H", "C", "Ge", "C", "C", "C", "C", "C", "C", "C", "C", "C", "C", "C", "C", "C", "C", "C", "C", "C", "C", "H", "H", "H", "H", "H", "H", "H", "H", "H", "H", "H", "H", "H", "H", "H", "H"], "coordinates": [[0.0676, -0.0418, -0.1448], [3.3217, 0.1991, -3.6199], [2.4953, -0.9935, -3.4963], [2.4688, -1.8302, -4.6837], [1.8236, -1.2119, -2.3651], [1.9403, -0.4585, -1.3874], [0.9173, -2.4351, -2.2482], [-0.0531, -2.2003, -1.2533], [-0.4446, -3.3522, -0.5362], [0.7742, -3.9053, 0.2087], [1.6645, -3.1335, 0.5386], [0.8313, -5.2372, 0.4150], [2.0330, -5.8186, 0.9875], [-0.2788, -6.1420, 0.1599], [4.2928, -0.0764, -4.0304], [2.8403, 0.9107, -4.2929], [3.4518, 0.6589, -2.6462], [3.4614, -2.2453, -4.8655], [1.7680, -2.6512, -4.5956], [2.1843, -1.2238, -5.5450], [0.4221, -2.6771, -3.1896], [1.5565, -3.2776, -1.9618], [-1.1956, -2.9994, 0.1710], [-0.8996, -4.0931, -1.1988], [2.8150, -5.0660, 1.0063], [1.8475, -6.1673, 2.0053], [2.3513, -6.6644, 0.3766], [-1.2357, -5.6649, 0.3631], [-0.2738, -6.5235, -0.8644], [-0.1887, -6.9895, 0.8375], [-0.4548, 0.7691, -3.3933], [-2.1092, 0.5225, -2.5166], [-3.1634, 1.9150, -3.2262], [-2.9057, -1.1080, -3.0137], [-1.8742, 0.5766, -0.7734], [-2.8158, 1.2193, 0.0288], [-4.1157, 1.5537, -0.3936], [-4.9419, 2.3985, 0.3294], [-4.5323, 2.9308, 1.5413], [-3.3178, 2.5106, 2.0660], [-2.5342, 1.6380, 1.3434], [-1.4094, 1.0277, 1.8711], [-0.4794, 1.6740, 2.6331], [-0.6589, 2.0219, 3.9583], [0.3755, 2.6642, 4.6318], [1.5968, 2.8796, 4.0141], [1.7992, 2.4647, 2.7064], [0.7451, 1.9118, 1.9647], [-0.1885, -0.0769, -4.0300], [0.3523, 0.9470, -2.6845], [-0.5231, 1.6428, -4.0414], [-2.8264, 2.1028, -4.2476], [-3.0518, 2.8414, -2.6615], [-4.2259, 1.6848, -3.2781], [-3.5247, -0.9841, -3.9044], [-3.5487, -1.4703, -2.2095], [-2.1699, -1.8830, -3.2280], [-4.4831, 1.1435, -1.3182], [-5.9165, 2.6476, -0.0688], [-5.1591, 3.6153, 2.0935], [-2.9979, 2.8458, 3.0424], [-1.5987, 1.8069, 4.4482], [0.2313, 2.9688, 5.6594], [2.4002, 3.3542, 4.5595], [2.7463, 2.6482, 2.2132], [1.8568, 1.7754, 0.1419], [0.8195, 1.7001, 0.4828], [1.4771, -0.7569, 3.0740], [0.0995, -2.1309, 2.9471], [0.4630, -3.2998, 3.6109], [-0.4432, -4.3451, 3.7189], [-1.7147, -4.2221, 3.1797], [-2.0763, -3.0562, 2.5199], [-1.1722, -2.0074, 2.4022], [3.2458, -1.1132, 2.3927], [4.2210, -1.5526, 3.2931], [5.5174, -1.7766, 2.8529], [5.8563, -1.5377, 1.5299], [4.8944, -1.0900, 0.6363], [3.5941, -0.8749, 1.0646], [1.5462, -0.2835, 4.9407], [0.4464, -0.5653, 5.7534], [0.4867, -0.2880, 7.1120], [1.6130, 0.3015, 7.6646], [2.6985, 0.6269, 6.8600], [2.6600, 0.3453, 5.5059], [0.2043, 2.4516, -0.0266], [1.4523, -3.4090, 4.0418], [-0.1552, -5.2518, 4.2352], [-2.4278, -5.0287, 3.2891], [-3.0711, -2.9548, 2.1032], [-1.4644, -1.1048, 1.8872], [3.9736, -1.7517, 4.3266], [6.2643, -2.1322, 3.5501], [6.8735, -1.6985, 1.1981], [5.1575, -0.9055, -0.3975], [2.8514, -0.5320, 0.3594], [-0.4412, -1.0191, 5.3302], [-0.3636, -0.5273, 7.7369], [1.6462, 0.5117, 8.7252], [3.5681, 1.1059, 7.2894], [3.5040, 0.6175, 4.8855]], "forces_ev_per_angstrom": [[0.1, -0.2, -1.8], [0.1, 0.0, 0.0], [0.0, 0.0, 0.1], [0.0, 0.0, 0.0], [-0.1, -0.2, 0.1], [0.0, 0.1, 0.2], [0.1, 0.0, -0.1], [-0.2, 0.3, 0.0], [0.0, 0.0, 0.0], [0.0, -0.1, 0.2], [0.0, -0.1, -0.1], [-0.1, 0.1, 0.0], [0.0, 0.0, 0.0], [0.0, 0.0, 0.0], [0.0, 0.0, 0.0], [0.0, 0.0, 0.0], [0.0, 0.0, 0.0], [0.0, 0.0, 0.0], [0.0, 0.0, 0.0], [0.0, 0.0, 0.0], [-0.1, 0.1, 0.0], [0.0, 0.0, -0.1], [0.1, -0.2, -0.1], [0.1, 0.1, -0.1], [0.0, 0.0, 0.0], [0.0, 0.0, 0.0], [0.0, 0.0, 0.0], [0.0, 0.0, 0.0], [0.0, 0.0, 0.0], [0.0, 0.0, 0.0], [0.0, -0.1, 0.1], [0.1, 0.1, 0.1], [0.0, 0.0, 0.1], [0.0, 0.1, 0.0], [0.0, 0.1, 0.9], [0.0, 0.1, -0.2], [0.1, -0.1, 0.0], [0.0, 0.0, 0.1], [0.0, 0.0, 0.0], [-0.2, -0.1, 0.0], [0.2, -0.1, -0.2], [0.1, 0.1, 1.0], [0.3, -0.1, -0.5], [-0.1, 0.2, 0.1], [-0.2, -0.1, 0.0], [0.1, -0.1, -0.1], [-0.1, 0.2, 0.0], [0.1, -0.5, 0.1], [0.0, -0.1, 0.0], [0.1, 0.0, 0.0], [0.0, 0.0, 0.0], [0.0, 0.0, 0.0], [0.0, 0.0, 0.0], [0.0, 0.0, 0.0], [0.0, 0.0, 0.0], [0.0, 0.0, 0.0], [0.1, -0.1, 0.0], [-0.1, 0.0, -0.1], [0.0, 0.0, 0.0], [0.0, 0.0, 0.0], [0.0, 0.0, 0.0], [0.0, 0.0, 0.0], [0.0, 0.0, 0.0], [0.0, 0.0, 0.0], [0.0, 0.0, 0.0], [-0.1, 0.0, -0.1], [-0.6, 0.1, -0.1], [0.0, -0.5, 0.5], [-0.2, 0.4, -0.2], [0.0, -0.1, -0.1], [0.2, 0.0, 0.0], [-0.1, 0.0, -0.1], [0.0, -0.1, 0.1], [-0.1, 0.0, 0.1], [0.1, 0.6, -0.3], [-0.1, -0.1, 0.0], [0.0, 0.0, 0.0], [0.0, 0.0, 0.0], [-0.1, 0.0, 0.0], [0.0, 0.0, 0.1], [-0.1, 0.4, -0.1], [0.0, -0.1, 0.0], [-0.1, 0.0, -0.1], [0.1, 0.0, 0.0], [0.0, 0.0, 0.1], [0.0, -0.1, -0.1], [0.2, 0.2, 0.1], [0.0, 0.0, 0.0], [0.0, 0.0, 0.0], [0.0, 0.0, 0.0], [0.0, 0.0, 0.0], [0.0, 0.0, 0.0], [0.0, 0.0, 0.1], [0.0, 0.0, 0.0], [0.0, 0.0, 0.0], [0.0, 0.0, 0.0], [0.2, -0.1, 0.1], [0.0, 0.0, 0.0], [0.0, 0.0, 0.0], [0.0, 0.0, 0.0], [0.0, 0.0, 0.0], [0.0, 0.0, 0.0]], "mulliken_charge": [2.862, -0.968, 0.396, -1.030, -0.341, -1.060, -1.061, -0.383, -0.866, 0.061, -0.348, 0.472, -1.148, -1.030, 0.381, 0.306, 0.167, 0.353, 0.392, 0.364, 0.621, 0.746, -0.091, 0.751, 0.267, 0.322, 0.428, 0.411, 0.259, 0.362, -0.757, 0.112, -1.482, -1.050, 0.106, 0.428, -1.208, -0.935, -1.017, -0.839, 0.612, 0.632, 0.476, -0.492, -0.782, -1.027, -0.440, 0.262, 0.147, -0.113, 0.613, 0.454, 0.390, 0.396, 0.452, 0.313, 0.208, 0.632, 0.420, 0.432, 0.394, 0.647, 0.480, 0.429, 0.456, 0.680, -1.183, -0.772, 0.985, -0.331, -0.908, -0.722, -0.482, -1.198, 0.910, -0.790, -0.926, -0.766, -1.004, 0.855, 0.907, -0.476, -0.886, -0.643, -0.901, -0.381, 0.701, 0.398, 0.483, 0.430, 0.496, 1.036, 0.472, 0.448, 0.417, 0.502, 0.275, 0.519, 0.454, 0.431, 0.449, 0.577], "charge": 1, "e_homo_ev": -8.880, "homo_lumo_gap_ev": 5.00}

***

[2]
{"formula": "C42H50N2O4PS4W", "method": "wB97M-V/def2-TZVPD", "symbols": ["W", "O", "S", "C", "C", "C", "C", "S", "O", "C", "C", "C", "C", "C", "C", "C", "C", "C", "C", "C", "C", "H", "H", "H", "H", "H", "H", "H", "H", "H", "H", "H", "H", "H", "H", "H", "H", "H", "H", "C", "N", "C", "C", "C", "C", "C", "C", "C", "C", "H", "H", "H", "H", "H", "H", "H", "H", "H", "H", "H", "H", "H", "S", "P", "S", "C", "C", "C", "C", "C", "C", "C", "C", "C", "C", "C", "C", "H", "H", "H", "H", "H", "H", "H", "H", "H", "H", "O", "C", "O", "C", "N", "C", "C", "C", "H", "H", "H", "H", "H", "H", "H", "H", "H"], "coordinates": [[0.6699, 0.0457, 0.2777], [0.2667, 1.7784, 1.4673], [0.2954, 3.1558, 2.1112], [0.6727, 4.3801, 0.8147], [0.2500, 3.9805, -0.6085], [1.3094, 4.3029, -1.6685], [2.6613, 3.6118, -1.5504], [2.7697, 1.8300, -1.7102], [1.8603, 1.4400, -0.5039], [1.8690, 1.4021, -3.1647], [2.5578, 1.5296, -4.3632], [1.8963, 1.2097, -5.5422], [0.5923, 0.7314, -5.5065], [-0.0677, 0.5782, -4.2919], [0.5667, 0.9275, -3.1089], [1.7598, 3.2643, 3.0784], [2.8566, 2.4494, 2.8358], [3.9851, 2.6219, 3.6236], [4.0082, 3.5937, 4.6186], [2.8960, 4.3944, 4.8458], [1.7512, 4.2266, 4.0799], [1.7354, 4.6030, 0.9129], [0.1140, 5.2508, 1.1610], [-0.6564, 4.5196, -0.8838], [-0.0109, 2.9223, -0.6323], [1.5407, 5.3711, -1.6471], [0.8843, 4.1175, -2.6561], [3.1425, 3.7740, -0.5810], [3.3627, 3.9693, -2.3105], [3.5896, 1.8624, -4.3916], [2.4115, 1.3135, -6.4876], [0.0915, 0.4666, -6.4286], [-1.0801, 0.1979, -4.2589], [0.0271, 0.8256, -2.1738], [2.8298, 1.6961, 2.0577], [4.8544, 1.9992, 3.4563], [4.8950, 3.7251, 5.2242], [2.9125, 5.1429, 5.6264], [0.8739, 4.8347, 4.2703], [-2.4333, -2.0647, 4.3908], [-1.0236, -2.2472, 3.9050], [-0.9904, -3.1206, 2.6870], [-0.3539, -0.8992, 3.6985], [1.0778, -1.0306, 3.2744], [2.0227, -1.3197, 4.2532], [3.3790, -1.4294, 3.9544], [3.8080, -1.2518, 2.6504], [2.8659, -0.9929, 1.6581], [1.5071, -0.8632, 1.9515], [-2.8473, -3.0458, 4.6041], [-2.9918, -1.5784, 3.5934], [-2.4139, -1.4496, 5.2858], [-0.4948, -2.7266, 4.6363], [-1.5139, -2.5970, 1.8907], [-1.4907, -4.0524, 2.9347], [0.0469, -3.2938, 2.4156], [-0.4379, -0.3948, 4.6604], [-0.9755, -0.3801, 2.9729], [1.7021, -1.4325, 5.2855], [4.0904, -1.6402, 4.7418], [4.8580, -1.3259, 2.3979], [3.2216, -0.8694, 0.6366], [-2.1854, -2.6418, -1.9560], [-2.8097, -1.0012, -1.1125], [-1.6399, -0.0959, 0.4528], [-3.1022, 0.3538, -2.2607], [-2.9150, 1.7034, -1.9504], [-3.2770, 2.6846, -2.8656], [-3.8340, 2.3278, -4.0865], [-4.0280, 0.9878, -4.3984], [-3.6664, 0.0020, -3.4915], [-4.2889, -1.2473, -0.1333], [-4.5433, -2.5127, 0.4006], [-5.6662, -2.7114, 1.1901], [-6.5332, -1.6549, 1.4468], [-6.2828, -0.3974, 0.9152], [-5.1624, -0.1895, 0.1237], [-2.5143, 1.9974, -0.9898], [-3.1401, 3.7305, -2.6216], [-4.1263, 3.0945, -4.7928], [-4.4696, 0.7102, -5.3463], [-3.8211, -1.0402, -3.7385], [-3.8918, -3.3422, 0.1540], [-5.8853, -3.6975, 1.5782], [-7.4199, -1.8168, 2.0461], [-6.9704, 0.4160, 1.1027], [-4.9876, 0.7918, -0.3024], [2.6391, -0.9258, -1.7416], [1.7716, -1.7754, -1.6565], [0.7849, -1.7406, -0.7925], [1.8186, -2.9646, -2.5922], [0.5791, -3.8286, -2.4057], [1.0279, -5.1890, -1.8938], [2.3900, -4.8990, -1.2891], [2.9915, -3.9037, -2.2812], [1.8297, -2.5786, -3.6087], [0.0414, -3.9014, -3.2680], [-0.0506, -3.3533, -1.7343], [1.1091, -5.8383, -2.7631], [0.2642, -5.5776, -1.2264], [2.9776, -5.8087, -1.1879], [2.2839, -4.4485, -0.2992], [3.3037, -4.4146, -3.1920], [3.8421, -3.3429, -1.9023]], "forces_ev_per_angstrom": [[-0.4, 0.0, 0.5], [0.1, -0.4, 0.1], [-0.5, 0.0, 0.0], [0.1, 0.1, -0.1], [0.0, 0.0, 0.1], [0.0, 0.0, -0.1], [0.1, 0.1, -0.2], [0.1, -0.3, 0.2], [-0.1, -0.1, 0.1], [-0.2, 0.3, -0.1], [-0.1, 0.0, -0.1], [0.0, -0.1, 0.0], [0.1, 0.0, 0.0], [0.0, 0.0, 0.0], [0.0, 0.1, -0.2], [0.1, 0.0, 0.0], [0.1, 0.1, 0.0], [0.0, 0.0, 0.0], [-0.1, 0.0, 0.0], [0.0, 0.0, 0.0], [0.1, 0.0, 0.1], [0.0, 0.0, -0.1], [0.1, 0.1, 0.0], [0.0, 0.0, 0.1], [0.0, 0.1, -0.1], [-0.1, 0.0, 0.0], [0.0, -0.1, 0.0], [0.0, 0.0, 0.0], [0.0, 0.1, 0.0], [0.0, 0.0, 0.0], [0.0, 0.0, 0.0], [0.0, 0.0, 0.0], [0.0, 0.0, 0.0], [-0.1, 0.1, 0.0], [0.0, 0.1, 0.1], [0.0, 0.0, 0.0], [0.0, 0.0, 0.0], [0.0, 0.0, 0.0], [0.0, 0.0, 0.0], [0.3, -0.1, -0.1], [0.0, 0.0, 0.0], [0.0, 0.2, 0.3], [-0.2, -0.1, 0.0], [0.2, 0.0, 0.1], [0.1, 0.0, 0.1], [-0.1, 0.0, 0.0], [-0.1, -0.1, 0.0], [0.2, -0.1, 0.0], [-0.2, 0.2, -0.3], [-0.1, 0.0, 0.0], [-0.1, 0.0, 0.0], [-0.1, 0.0, 0.0], [0.0, 0.0, 0.0], [0.0, 0.0, 0.0], [0.0, 0.0, -0.1], [0.0, 0.0, 0.0], [0.0, 0.1, 0.0], [0.1, 0.1, 0.0], [0.0, 0.0, 0.0], [0.0, 0.0, 0.0], [0.0, 0.0, 0.0], [0.0, 0.0, -0.1], [-0.1, 0.0, 0.0], [0.1, 0.1, 0.2], [0.1, 0.1, -0.2], [-0.1, 0.1, -0.2], [-0.1, 0.0, -0.1], [0.0, -0.1, 0.0], [0.0, 0.0, 0.0], [0.0, 0.0, 0.0], [0.0, 0.1, 0.0], [-0.3, -0.1, 0.1], [-0.1, 0.1, 0.0], [0.0, 0.0, 0.0], [0.0, 0.0, 0.0], [0.1, 0.0, 0.0], [0.0, 0.0, 0.0], [0.0, 0.0, 0.0], [0.0, 0.0, 0.0], [0.0, 0.0, 0.0], [0.0, 0.0, 0.0], [0.0, 0.0, 0.0], [0.0, 0.0, 0.0], [0.0, 0.0, 0.0], [0.0, 0.0, 0.0], [0.0, 0.0, 0.0], [0.0, 0.0, 0.0], [0.1, -0.2, 0.1], [-0.2, -0.1, 0.4], [0.6, 0.4, -0.4], [-0.4, -0.3, 0.0], [0.5, 0.0, 0.1], [-0.1, 0.2, -0.2], [0.0, 0.0, 0.0], [-0.1, 0.0, 0.0], [0.0, 0.0, 0.0], [0.0, 0.0, 0.0], [0.0, 0.0, -0.1], [0.0, -0.1, 0.0], [0.0, 0.0, 0.1], [0.0, 0.0, 0.0], [0.0, 0.0, 0.0], [0.0, 0.0, 0.0], [0.0, 0.0, 0.0]], "mulliken_charge": [-1.077, 0.214, 0.101, -1.002, 0.894, -1.530, -0.759, -0.044, 0.551, 0.800, -1.047, -0.929, -0.693, -0.736, 1.012, 0.568, 0.178, -0.800, -0.640, -0.661, -0.691, 0.592, 0.550, 0.648, -0.836, 0.461, 0.439, 0.558, 0.681, 0.530, 0.451, 0.492, 0.456, -0.019, 0.345, 0.521, 0.443, 0.444, 0.501, -0.798, 0.071, -0.963, -1.495, 1.379, -0.538, -1.081, -0.998, -0.912, 1.627, 0.368, 0.373, 0.333, 0.451, 0.373, 0.492, 0.346, 0.748, 0.171, 0.552, 0.475, 0.564, 0.488, -0.471, 1.501, -0.801, 0.439, -0.034, -0.863, -0.691, -0.716, -0.819, 0.417, -0.543, -0.805, -0.528, -0.766, -0.364, 0.594, 0.469, 0.462, 0.472, 0.468, 0.409, 0.474, 0.448, 0.464, 0.357, -0.692, 0.697, -0.273, -0.185, 0.046, -0.676, -0.363, -0.959, 0.459, 0.543, -0.344, 0.416, 0.340, 0.501, 0.060, 0.431, 0.436], "charge": 3, "e_homo_ev": [-15.098, -15.615], "s_squared": 2.02, "multiplicity": 3, "homo_lumo_gap_ev": [7.12, 7.93]}

***

Among the records above, which one has the highest charge?
C42H50N2O4PS4W

***

charge of number 2 (C42H50N2O4PS4W)?
+3